No. 1
Here is a molecular structure, C33H37N4O3P2S4Y at a distorted geometry from the Open Molecules 2025 dataset. Energies are from ωB97M-V/def2-TZVPD.

Structure (XYZ):
```
84
Properties=species:S:1:pos:R:3:mulliken_charge:R:1
H -2.581 -1.489 -6.542 0.422
C 0.126 -5.057 -1.045 -0.963
H -5.746 0.394 -0.193 0.444
C 1.039 -5.136 -2.083 -0.377
N 0.853 -2.836 -0.549 0.368
H 2.320 -2.032 -1.731 0.790
C -2.746 -0.263 -1.516 -0.025
N -1.490 -2.808 2.745 -1.617
H 2.586 -4.068 -3.135 0.470
H -3.298 -0.169 -4.375 0.528
H -0.644 3.885 1.484 0.273
C -4.589 -1.414 -0.324 -0.692
C -3.453 2.743 1.274 -1.450
C 5.022 0.403 -0.718 -0.208
C 7.188 -0.211 0.120 -0.406
H 2.646 2.867 3.084 0.467
H -3.055 0.053 3.852 0.284
C 1.716 -2.915 -1.551 -0.668
H -3.906 1.620 3.829 0.480
H -3.699 3.478 2.043 0.537
C 6.404 0.460 -0.809 -0.769
H -1.992 3.301 3.531 0.726
H -0.165 -2.497 -6.272 0.466
C -3.517 0.804 3.217 -1.350
H 1.299 3.419 -0.516 0.179
C -0.713 -1.910 -5.553 -0.606
O 2.235 0.372 -0.317 -0.766
C -0.770 -3.802 0.897 -0.868
C 2.934 -0.386 0.407 1.126
H -5.210 -2.149 0.164 0.487
S -0.007 -1.563 -4.027 0.023
H -1.481 -1.494 5.587 0.240
C -0.897 3.786 -3.319 -0.561
N -0.790 -2.725 1.585 1.233
P -2.318 1.451 1.979 1.408
C -0.953 3.780 -1.962 -1.236
Y 0.237 -0.633 0.638 0.177
N -1.886 -1.977 4.805 -0.351
C 1.865 3.257 0.401 -1.330
H -3.781 1.616 -1.462 0.785
H -0.891 1.965 3.867 0.404
H 2.827 2.825 0.132 0.281
H 2.012 4.207 0.917 0.478
H -0.528 -5.885 -0.804 0.465
H -4.372 2.253 0.953 0.364
H 0.357 3.957 2.930 0.676
H 1.735 1.470 3.717 0.409
H 4.718 -1.586 1.998 0.465
H 8.268 -0.160 0.051 0.389
C -4.838 -0.095 -0.521 -0.685
C -3.775 0.567 -1.204 -0.418
O -0.373 -0.472 -1.351 -0.030
S -3.072 -1.875 -0.983 -0.068
S -0.073 -0.597 3.472 -0.432
H -4.343 0.338 2.677 0.295
C 5.212 -1.014 1.223 -0.403
H -3.019 3.256 0.417 0.251
H 7.207 -1.470 1.857 0.410
H 3.001 1.218 2.517 0.187
C -1.394 0.007 -2.170 2.583
H -0.763 4.628 -3.981 0.445
P 0.970 2.088 1.491 1.299
H 1.115 -6.033 -2.683 0.428
C 2.211 1.898 2.835 -1.176
C 0.075 -3.894 -0.286 0.838
C 4.425 -0.335 0.299 0.424
O 2.397 -1.177 1.234 -0.731
C 6.593 -0.948 1.135 -0.658
C -0.210 3.279 2.287 -1.099
C -1.318 2.573 3.071 -1.448
H 4.387 0.920 -1.425 0.462
H -2.347 -2.854 4.989 0.248
C -2.347 -0.669 -4.496 -0.016
H 6.872 1.030 -1.601 0.408
C -1.958 -1.377 -5.666 -0.853
C -1.204 -1.886 3.626 0.311
C -1.386 -0.677 -3.530 -1.164
C -1.229 1.512 -2.397 -1.128
H -0.872 4.672 -1.353 0.439
S -1.067 2.208 -3.965 -0.132
H -1.190 2.234 -0.387 0.423
C 1.862 -4.052 -2.334 -0.881
H -1.323 -4.676 1.233 0.269
C -1.136 2.473 -1.438 -0.001
```

The total charge is 0. The value obtained for the HOMO energy is -7.75 eV. As for the spin multiplicity: 1.

=====

No. 2
Here is a molecular structure, C33H37N7O7P2Tc at a distorted geometry from the Open Molecules 2025 dataset. Energies are from ωB97M-V/def2-TZVPD.

Structure (XYZ):
```
87
Properties=species:S:1:pos:R:3:mulliken_spin:R:1
H -0.953 -1.992 -2.453 -0.010
H 2.571 -3.792 -0.206 0.001
C 1.067 0.163 -4.325 0.004
H 0.565 3.291 -3.824 -0.002
C 4.278 -3.620 1.231 -0.002
C 0.520 1.719 -2.368 -0.090
O 0.329 -1.176 1.549 0.020
H -4.468 0.337 -1.815 0.001
N -0.774 -0.109 7.465 -0.002
C -1.213 2.136 -4.261 0.001
C -0.945 0.587 3.218 -0.015
C -1.745 1.032 5.522 -0.010
H 0.535 -1.510 5.545 0.000
C -1.387 -0.353 -3.837 -0.006
H -5.654 -2.984 0.370 0.000
H 2.634 2.113 -0.465 0.045
H -4.181 -1.606 -1.469 -0.002
H 4.845 -1.308 -1.665 0.000
H 1.984 -0.416 -4.536 0.004
N -2.875 2.050 3.568 -0.004
C -1.832 1.221 4.145 0.007
H 1.051 0.977 -5.055 -0.001
H 6.296 0.914 -2.383 0.001
H 2.840 1.516 1.381 0.016
H 1.364 2.044 2.142 0.006
H -0.337 -0.885 -5.615 0.000
H 4.651 -4.631 1.287 0.000
C 4.767 -2.476 1.919 -0.003
C 4.623 2.023 -1.445 -0.013
N 0.560 -1.314 2.851 -0.007
O -0.882 1.014 1.990 0.102
H -2.138 -1.150 -3.673 -0.001
H -0.715 3.417 -2.590 -0.003
H 4.878 3.066 -1.496 0.000
C -0.185 2.711 -3.239 0.025
C -4.680 -2.539 0.513 0.001
H -5.010 3.014 -2.060 0.003
H 4.001 -0.358 1.840 0.003
P 1.948 -0.852 -0.345 -0.104
P -1.476 -0.457 -0.633 -0.079
O 1.285 -2.227 3.259 0.030
C -0.147 -0.486 3.761 0.009
H 5.590 -2.433 2.615 0.000
C 3.448 1.552 -0.896 0.016
C 4.613 -0.255 -1.544 -0.003
C -0.856 0.074 6.031 0.018
C -3.869 1.174 -1.495 0.014
O -3.323 2.962 4.294 0.004
C 5.337 0.877 -1.892 0.006
C 0.940 -2.021 -1.363 -0.008
H -2.856 4.312 -0.939 0.001
N 3.447 0.155 -0.910 -0.016
Tc 0.279 0.647 0.265 2.698
C -3.971 -1.802 -0.427 -0.003
O -3.312 1.796 2.434 0.002
H -0.710 1.976 -5.231 0.000
C -2.742 -1.843 1.468 -0.003
N -2.636 0.995 -0.869 0.024
H 0.149 -1.786 -4.201 -0.001
C -1.868 0.898 -3.790 0.013
C -0.086 -0.713 5.149 -0.005
H -2.934 1.014 -3.588 -0.001
C 1.819 1.180 1.626 0.151
H 1.946 0.399 2.379 -0.004
H 1.172 -3.018 -0.985 0.012
C -3.025 3.232 -1.035 0.017
H -1.039 -2.820 -0.912 0.009
H -1.250 2.366 0.057 -0.059
H -2.000 2.895 -4.442 0.000
H -1.867 -1.629 2.064 0.003
O 0.014 -0.973 7.907 0.004
C -0.623 -1.934 -1.415 0.044
C -4.139 2.556 -1.607 0.022
C -2.150 2.266 -0.563 0.115
O -1.481 0.602 8.211 0.001
N 2.990 -1.860 0.666 0.003
H 1.853 0.036 -2.352 -0.016
C -3.888 -2.583 1.706 -0.001
H 0.777 2.127 -1.355 0.016
C 1.133 0.654 -2.908 0.019
C -0.123 -0.779 -4.542 -0.004
H 1.343 -1.984 -2.379 -0.006
H -2.376 1.635 6.174 0.001
H -4.121 -3.105 2.617 0.000
N -2.795 -1.321 0.171 0.000
C 3.210 -3.223 0.460 -0.003
C 3.982 -1.402 1.549 -0.001
```

The total charge is +2. The expectation value of S² is 3.788. The value obtained for the HOMO energy (spin up / spin down) is -13.68 / -13.67 eV. As for the spin multiplicity: 4.

=====

| no. | E_tot (eV) |
| --- | --- |
| 1 | -109892.0978 |
| 2 | -80327.0209 |